C50H44As2IrN4O5S | the ωB97M-V functional and the def2-TZVPD basis

```
107
Properties=species:S:1:pos:R:3:lowdin_charge:R:1
Ir 0.557 -0.140 -0.592 1.123
As -2.783 1.339 -0.558 1.292
As 0.422 2.310 -0.822 1.163
S 3.364 -1.225 -0.249 0.549
O -2.014 -3.424 0.343 0.242
O 3.260 0.174 0.105 -0.329
O 3.484 -2.179 0.816 -0.261
O -1.247 -1.493 -0.635 -0.046
O 0.510 -0.918 1.625 -0.084
N 0.736 -3.302 -1.789 0.130
N 8.331 -1.513 -3.351 0.254
N 3.093 -3.464 -1.987 0.137
N 2.102 -1.514 -1.207 -0.257
C -1.220 4.299 2.501 -0.061
C -4.503 -0.219 -2.371 -0.092
C 2.259 4.506 -1.162 -0.081
C -1.648 -1.205 2.617 -0.191
C -5.808 3.572 1.273 -0.069
C 2.966 2.418 -2.144 -0.131
C -3.911 -0.054 3.763 -0.059
C 4.100 3.039 -2.644 -0.073
C 7.149 -1.972 -1.327 0.053
C -5.750 -2.156 -1.677 -0.068
C 6.018 -0.906 -3.264 0.041
C -5.374 -1.258 -2.666 -0.068
C -4.073 2.756 -0.192 -0.382
C 4.841 -1.358 -1.227 -0.200
C -2.703 -2.015 3.078 -0.029
C -0.472 -1.826 2.056 -0.220
C 7.196 -1.463 -2.666 -0.228
C 0.623 -4.535 -2.277 -0.084
C -5.256 -2.016 -0.389 -0.067
C -5.087 4.909 -0.586 -0.070
C -1.757 0.190 2.721 -0.023
C 5.981 -1.918 -0.625 0.001
C 0.981 2.702 1.925 -0.124
C -4.378 -0.983 -0.095 -0.132
C 2.046 3.154 -1.407 -0.377
C -3.820 -1.439 3.648 -0.054
C 1.723 -5.299 -2.624 -0.021
C 4.864 -0.859 -2.547 -0.022
C 3.397 5.121 -1.663 -0.056
C 1.405 -5.077 2.277 -0.051
C -5.900 4.737 0.524 -0.072
C 0.081 3.050 0.918 -0.414
C 0.059 -3.328 3.968 -0.005
C 0.694 -4.445 4.486 -0.048
C 1.966 -2.823 -1.677 -0.478
C -4.178 3.921 -0.945 -0.116
C -2.061 1.934 -2.285 -0.458
C 2.960 -4.705 -2.443 -0.088
C 1.363 -5.320 3.643 -0.054
C 0.773 3.154 3.217 -0.062
C -4.895 2.590 0.921 -0.115
C -1.516 -2.414 0.071 -0.467
C -0.929 2.939 -2.086 -0.397
C -1.015 3.854 1.201 -0.108
C -3.998 -0.079 -1.082 -0.389
C -2.880 0.753 3.300 -0.073
C 4.313 4.389 -2.404 -0.061
C 0.775 -3.961 1.757 -0.028
C 0.091 -3.079 2.597 -0.181
C -0.331 3.948 3.506 -0.060
H -2.074 4.924 2.721 0.117
H -0.493 4.299 4.515 0.114
H 1.382 -1.302 1.824 0.106
H 4.821 2.474 -3.221 0.098
H -4.786 0.391 4.216 0.115
H -0.385 -4.918 -2.374 0.126
H -0.460 -2.643 4.626 0.127
H 5.197 4.873 -2.794 0.113
H -2.946 1.829 3.391 0.105
H -4.623 -2.066 4.007 0.117
H 1.852 -6.194 4.051 0.113
H 5.911 -2.303 0.381 0.133
H -2.829 2.354 -2.937 0.070
H -6.611 5.504 0.798 0.111
H -1.681 1.028 -2.770 0.063
H -5.550 -2.712 0.385 0.111
H -1.283 3.904 -1.718 0.064
H 0.666 -4.631 5.550 0.115
H -3.991 -0.878 0.916 0.078
H -4.836 1.679 1.505 0.080
H 1.842 2.081 1.697 0.098
H -1.725 4.135 0.433 0.081
H 9.172 -1.900 -2.947 0.149
H 3.877 -5.233 -2.676 0.120
H 6.062 -0.539 -4.280 0.134
H -2.636 -3.089 2.977 0.128
H -6.451 3.429 2.129 0.109
H 3.568 6.171 -1.474 0.115
H 8.392 -1.162 -4.295 0.149
H 3.956 -0.466 -2.982 0.120
H 1.921 -5.763 1.619 0.111
H 1.550 5.076 -0.571 0.112
H 1.470 2.888 4.000 0.114
H -4.234 0.483 -3.150 0.097
H -0.386 3.136 -3.015 0.083
H -6.433 -2.961 -1.911 0.110
H -0.953 0.827 2.379 0.087
H 8.042 -2.397 -0.891 0.136
H 1.622 -6.301 -3.010 0.113
H 2.789 1.364 -2.313 0.057
H -3.572 4.070 -1.829 0.085
H -5.166 5.807 -1.182 0.110
H -5.766 -1.361 -3.668 0.110
H 0.795 -3.778 0.693 0.092
```

## Properties
HOMO-LUMO gap (alpha / beta) (eV): 6.78 / 3.77
Energy (Eh): -7500.39187
Highest occupied orbital energy (alpha / beta) (Eh): -0.4333 / -0.4520
Multiplicity: 6
Net charge: +2
Relative energy (zero: lowest compared OMol25 entry of this formula, charge and spin) (kJ/mol): 114.6
M (g mol⁻¹): 1155.1